Formula: C22H37Cl5CsF11I2NO7P2S
Source: OMol25
Level of theory: the ωB97M-V functional and the def2-TZVPD basis

```
89
Properties=species:S:1:pos:R:3:forces:R:3
C 3.631 -4.570 0.552 0.13 2.11 0.89
C 2.302 -3.888 -0.123 -2.62 0.88 -1.00
C 2.276 -2.550 -0.856 -2.68 -2.34 0.58
C 0.958 -2.003 -1.449 0.46 -2.29 1.36
C -0.423 -2.742 -1.359 3.67 -0.74 1.42
C -1.634 -2.009 -2.025 1.16 -0.25 -0.39
P -3.149 -1.721 -0.973 -0.80 -0.72 -0.47
I -4.241 0.274 -2.025 0.14 -0.21 0.13
C -4.467 -3.082 -1.179 0.69 -0.07 0.35
C -4.093 -4.439 -0.439 -1.08 -0.08 0.10
C -5.365 -5.431 -0.241 0.21 -0.85 0.33
S -6.822 -4.968 -1.289 -0.36 0.06 0.88
C -2.875 -1.198 0.802 -0.60 -0.43 1.33
C -1.706 -1.897 1.595 3.51 2.88 -1.35
O -0.571 -1.382 1.508 -3.63 -1.84 0.53
I -1.871 -3.636 2.879 -0.46 0.56 -0.44
C -0.437 -4.060 -0.619 3.31 1.33 -0.02
C 0.893 -4.669 -0.016 -2.13 4.46 -1.17
H 4.510 -3.856 0.564 -1.14 -0.80 -0.22
H 3.364 -4.786 1.674 0.59 0.24 -1.92
H 3.876 -5.609 0.071 3.15 5.22 1.59
H 3.264 -1.990 -0.944 -1.67 -0.64 0.05
H 1.048 -1.004 -1.990 -0.43 -1.53 0.77
H -1.942 -2.579 -2.971 0.02 0.74 1.41
H -1.284 -0.986 -2.406 -0.44 -1.38 0.55
H -5.431 -2.594 -0.800 1.20 -0.90 -0.66
H -4.506 -3.301 -2.295 -0.26 0.67 1.34
H -3.373 -5.004 -1.103 -0.46 0.79 1.01
H -3.712 -4.223 0.604 0.03 -0.30 -1.32
H -5.034 -6.470 -0.597 -0.36 1.42 0.50
H -5.636 -5.564 0.859 0.41 0.46 -1.37
H -7.932 -5.296 -0.511 1.38 0.05 -0.63
H -2.718 -0.063 0.813 0.09 -1.60 -0.03
H -3.849 -1.393 1.371 1.08 0.19 -1.03
H -1.397 -4.632 -0.481 1.24 0.69 -0.16
H 0.837 -5.700 0.516 -2.52 4.28 -0.11
C 1.162 -4.959 5.229 -0.05 -0.08 0.26
Cl 1.315 -5.346 3.508 0.09 0.01 -0.01
Cl -0.397 -5.512 5.852 0.16 0.06 -0.08
Cl 2.490 -5.678 6.149 -0.07 0.09 -0.07
H 1.212 -3.879 5.341 -0.02 -0.16 -0.10
C 2.851 1.122 0.477 -0.22 0.12 -0.28
O 3.740 1.312 -0.618 0.03 -0.18 -0.11
H 3.432 0.867 1.363 0.06 0.01 -0.13
H 2.293 2.043 0.663 -0.11 -0.11 0.16
H 2.159 0.306 0.249 -0.13 0.02 0.27
H 3.201 1.536 -1.387 0.14 0.07 0.10
C 6.179 3.169 -1.016 0.36 -0.02 -0.17
C 5.420 4.480 -0.973 -0.24 -0.62 0.51
O 6.025 5.444 -1.850 0.03 0.53 -0.86
C 5.680 5.358 -3.146 -0.67 -1.01 1.30
O 4.924 4.542 -3.595 0.52 0.58 -0.34
C 6.356 6.468 -3.949 0.70 1.19 -0.96
F 7.655 6.623 -3.623 -0.31 -0.31 0.16
F 5.764 7.660 -3.745 -0.09 -0.48 0.21
F 6.321 6.242 -5.271 -0.21 -0.32 0.51
H 7.238 3.330 -0.795 -0.07 0.10 0.07
H 5.770 2.464 -0.293 -0.03 0.11 -0.12
H 6.127 2.717 -2.008 -0.14 -0.02 0.08
H 5.466 4.899 0.034 0.13 0.24 -0.23
H 4.364 4.341 -1.216 0.16 0.09 -0.19
C -2.987 1.970 3.558 0.11 0.20 -0.05
Cl -4.038 0.685 4.175 0.02 -0.16 0.12
Cl -3.300 2.285 1.849 0.09 0.10 0.02
H -3.170 2.880 4.126 -0.12 -0.31 -0.26
H -1.949 1.664 3.676 -0.15 -0.08 -0.09
C -0.747 1.740 -3.799 0.17 0.23 -0.13
O -0.369 0.377 -4.020 0.13 -0.49 0.01
H -1.347 1.795 -2.892 0.08 -0.02 -0.10
H 0.147 2.353 -3.677 -0.23 0.20 0.07
H -1.335 2.101 -4.645 -0.04 0.16 0.16
H 0.161 0.355 -4.825 -0.11 -0.06 0.14
C -1.150 4.334 6.881 0.20 -0.02 0.26
N -1.451 4.762 5.490 0.24 0.22 -0.25
O -0.563 5.311 4.870 -0.42 -0.22 0.14
O -2.574 4.530 5.074 0.35 0.28 0.25
H -0.123 4.603 7.116 -0.12 0.01 -0.13
H -1.845 4.850 7.541 -0.04 -0.15 -0.09
H -1.287 3.255 6.929 -0.13 0.11 0.02
F -7.541 -6.961 -2.936 0.27 -0.55 -0.25
Cs 2.394 -6.638 -0.169 -0.86 -9.67 -2.86
F -9.047 -5.489 -2.349 -0.35 0.41 0.19
F -0.055 5.489 -0.747 -0.35 0.45 2.25
P -0.996 5.515 -2.064 -0.13 0.68 0.18
F -1.021 6.005 -3.606 -0.53 -1.06 -1.90
F -2.256 5.595 -1.053 -0.80 1.48 1.35
F 0.252 4.566 -2.481 0.97 -0.90 -2.13
F -0.943 7.128 -1.957 0.70 1.38 1.57
F -1.950 4.303 -2.539 0.21 -2.22 -1.30
```
Forces are in eV/Å.

Computed properties:
2S+1: 1
Gap between HOMO and LUMO (Eh): 0.0608
F_max (eV/Å): 10.118
HOMO energy (eV): -2.44
Calculated total energy (a.u.): -6537.2566
Net charge: -1